Density functional theory data (ωB97M-V/def2-TZVPD) for a 2-piece molecular cluster, C5H14N2O overall at a distorted geometry.

relative energy (zero: lowest compared OMol25 entry of this formula, charge and spin): 10.979 eV

```
! RIJCOSX wB97M-V def2-TZVPD def2/J DEFGRID3
* xyz 0 1
O -2.162 1.075 1.204
N -0.159 -0.785 -2.595
N 0.694 0.384 0.680
C -1.585 -1.532 -0.606
C 0.012 0.384 -0.686
C 2.108 -0.055 0.638
C 0.590 1.599 1.443
C -0.190 -1.118 -1.170
H -2.305 -1.453 -1.459
H 2.296 -1.037 0.218
H 0.796 0.948 -1.406
H 2.467 -0.115 1.659
H 1.076 2.476 0.820
H -0.109 -1.657 -3.079
H 1.156 1.330 2.479
H 0.737 -1.837 -0.828
H -0.943 0.951 -0.596
H 2.545 0.850 0.011
H -1.971 -0.964 0.265
H -0.369 1.985 1.814
H -3.026 1.171 1.620
H -1.657 -2.601 -0.426
*
```

Mulliken atomic charge list, values in e, 2 entries: -0.697, -0.566

Density functional theory data (ωB97M-V/def2-TZVPD) for a 2-piece molecular cluster, C16H27BBrClN4O6 overall at a distorted geometry.

E_tot: -4355.23513 a.u.

```
! RIJCOSX wB97M-V def2-TZVPD def2/J DEFGRID3
* xyz 0 1
Br -1.233 -2.718 0.414
Cl 0.043 -0.968 -2.511
O 2.257 4.156 -1.975
O -3.628 2.572 0.837
O -3.603 0.395 1.775
O 0.898 3.809 -3.619
O 2.425 -4.680 0.471
O 2.956 4.350 -4.011
N -0.450 1.620 0.234
N -0.410 0.064 -1.264
N 2.043 4.118 -3.216
N 3.701 -2.878 1.021
C -0.118 2.775 1.112
C -1.702 1.027 0.195
C 2.717 0.164 -1.033
C 2.447 -0.939 -0.006
C 1.221 2.807 1.773
C 0.327 1.011 -0.668
C -2.829 -2.302 -0.610
C -3.000 -3.287 -1.762
C -2.807 -0.853 -1.192
C 2.036 3.857 1.493
C -1.712 0.037 -0.744
C 1.737 -3.537 2.416
C 1.720 1.348 -0.999
C 2.637 -3.765 1.218
C 3.557 -1.999 -0.144
C -5.040 0.363 1.775
B -3.040 1.343 0.987
H 1.604 -2.467 2.578
H 2.214 4.100 0.443
H 2.647 -0.290 -2.020
H 1.681 1.747 -2.018
H -3.986 -3.087 -2.191
H -0.851 2.738 1.918
H -5.331 -0.353 2.540
H 1.544 2.037 2.467
H -5.433 0.012 0.822
H -5.466 1.322 2.056
H 2.113 2.146 -0.393
H -2.712 -0.933 -2.277
H -3.705 -2.396 0.024
H 2.200 -3.954 3.313
H 4.509 -1.481 -0.266
H -2.963 -4.321 -1.435
H -3.143 3.068 0.168
H -0.315 3.699 0.573
H 3.396 -2.626 -1.017
H 0.793 -4.053 2.286
H 3.739 0.512 -0.910
H -3.764 -0.370 -1.011
H 2.456 4.501 2.256
H 2.488 -0.534 1.008
H 3.902 -2.365 1.870
H 1.516 -1.471 -0.198
H -2.286 -3.070 -2.554
*
```

Mulliken atomic charge list, values in e, 2 entries: -0.093, 0.054

Density functional theory data (ωB97M-V/def2-TZVPD) for one molecule with the formula C7H10.

relative energy (zero: lowest compared OMol25 entry of this formula, charge and spin): 2.414 eV

```
! RIJCOSX wB97M-V def2-TZVPD def2/J DEFGRID3
* xyz 0 1
C 0.316 1.318 -1.024
C -0.671 -1.410 1.044
C 0.777 -1.671 0.733
C -0.724 1.846 -0.088
C 0.030 -0.147 -1.364
C 0.095 -0.471 0.151
C 0.383 0.986 0.456
H -1.744 1.465 -0.142
H 0.860 -0.607 -1.911
H -1.415 -2.109 0.672
H 1.081 1.353 1.202
H -0.876 -1.035 2.045
H 1.498 -1.575 1.541
H 0.985 -2.483 0.039
H 0.961 1.981 -1.592
H -0.904 -0.336 -1.906
H -0.652 2.906 0.142
*
```

Mulliken atomic charge list, values in e, 2 entries: -0.140, -0.646

Density functional theory data (ωB97M-V/def2-TZVPD) for CH3F5N3OP3 as an isolated structure at a distorted geometry.

relative energy (zero: lowest compared OMol25 entry of this formula, charge and spin): 4.780 eV

```
! RIJCOSX wB97M-V def2-TZVPD def2/J DEFGRID3
* xyz 0 1
P -1.764 1.057 -0.888
P -3.684 1.932 0.868
P -3.618 -0.782 -0.356
F -5.090 0.069 1.504
F -2.285 1.903 -2.169
F -4.470 1.801 -0.584
F -4.690 -2.736 -1.266
F -2.361 -1.629 0.345
O -0.285 0.971 -1.236
N -2.056 1.794 0.434
N -4.998 -1.715 -0.307
N -3.815 0.198 0.981
C 0.618 0.295 -0.231
H 0.843 -0.649 -0.668
H 0.021 0.260 0.636
H 1.359 1.110 -0.349
*
```

Mulliken atomic charge list, values in e, 2 entries: 0.744, 0.318